No. 1
Density functional theory data (ωB97M-V/def2-TZVPD) for a cluster of 36 separate species, C5H79BrNO40PS in total in a non-equilibrium geometry.

XYZ file:
```
128
C5H79BrNO40PS ωB97M-V/def2-TZVPD
C 0.898 4.630 2.483
C 0.911 3.161 1.929
C -0.235 2.226 2.449
N 1.858 2.748 1.119
C 1.432 2.547 -0.246
P 2.972 1.646 -1.009
O 3.846 1.038 0.319
Br 2.297 -0.226 -2.100
C 1.263 3.789 -1.219
O 0.117 3.540 -2.114
S -0.889 2.621 -1.127
O -1.817 1.696 -1.801
O -1.441 3.643 -0.214
O 0.332 1.642 -0.558
H 1.550 4.630 3.405
H -0.120 4.950 2.815
H 1.263 5.367 1.725
H -0.661 2.545 3.440
H -1.102 2.169 1.729
H 0.194 1.185 2.466
H 3.171 0.517 0.801
H 2.120 3.705 -1.948
H 1.349 4.828 -0.824
O -3.434 0.291 -3.789
H -4.008 1.063 -3.707
H -2.606 0.569 -3.377
O -0.925 2.171 -4.767
H -1.646 2.718 -5.096
H -0.907 2.354 -3.822
O 6.979 1.487 -0.562
H 6.209 1.628 0.001
H 6.603 1.192 -1.397
O 6.733 1.306 2.613
H 7.343 1.123 1.886
H 5.869 1.047 2.264
O 3.514 -1.210 1.909
H 3.572 -1.048 2.859
H 4.096 -1.966 1.767
O 1.544 -3.416 1.560
H 2.102 -2.651 1.367
H 1.953 -4.135 1.065
O -0.397 2.905 5.739
H -0.210 1.961 5.776
H -0.895 3.072 6.546
O -5.416 2.539 -3.958
H -6.190 2.642 -3.395
H -5.772 2.190 -4.786
O 1.506 -6.215 2.043
H 0.811 -5.637 1.696
H 1.513 -6.031 2.990
O 3.602 -3.441 -1.413
H 3.680 -2.606 -1.894
H 3.275 -4.067 -2.070
O 3.039 -6.262 -1.132
H 3.097 -6.065 -0.190
H 3.620 -7.027 -1.249
O 2.144 -3.746 4.569
H 1.422 -4.385 4.672
H 2.141 -3.540 3.624
O -3.496 5.070 -4.891
H -4.154 4.376 -4.750
H -3.515 5.212 -5.842
O 4.250 -8.204 -3.075
H 4.025 -9.088 -3.384
H 3.854 -7.620 -3.731
O -0.597 5.975 5.123
H -0.397 5.029 5.144
H -1.098 6.124 5.931
O -0.336 -1.648 4.042
H -0.079 -1.868 3.139
H -0.106 -2.438 4.546
O -4.080 -0.895 -6.575
H -4.019 -0.744 -5.620
H -3.481 -1.646 -6.734
O -7.111 -0.081 -6.782
H -6.279 -0.571 -6.735
H -7.069 0.367 -7.632
O -2.399 7.592 -3.858
H -2.901 6.904 -4.324
H -2.309 7.246 -2.965
O 0.783 6.892 -4.189
H 0.005 7.013 -3.632
H 0.421 6.567 -5.018
O -2.437 0.300 -8.594
H -2.971 0.336 -7.782
H -2.554 1.167 -8.995
O -2.067 1.230 7.221
H -2.626 0.604 6.750
H -1.970 0.844 8.101
O -1.272 -6.014 3.264
H -1.510 -6.880 2.923
H -1.638 -5.400 2.619
O -0.299 -2.709 -3.073
H -0.859 -1.927 -3.029
H 0.532 -2.424 -2.677
O -0.899 1.173 10.310
H -1.455 1.955 10.397
H -0.060 1.439 10.699
O -2.970 -3.399 -7.057
H -2.711 -3.608 -7.961
H -2.717 -4.178 -6.553
O -3.459 -0.442 10.562
H -2.494 -0.466 10.528
H -3.719 -1.368 10.521
O -1.055 -5.636 0.667
H -1.290 -6.501 0.313
H -1.429 -5.013 0.032
O -4.131 3.190 -6.740
H -3.857 2.937 -7.628
H -3.834 2.458 -6.186
O 2.086 7.104 -1.618
H 1.321 7.233 -1.048
H 1.711 6.802 -2.461
O 6.123 -1.374 3.426
H 6.598 -0.551 3.225
H 6.644 -2.058 2.993
O 2.314 -6.330 5.666
H 2.796 -5.509 5.489
H 2.833 -7.007 5.218
O 1.449 -8.710 -4.201
H 0.743 -8.163 -4.561
H 1.468 -8.481 -3.264
O -0.600 -5.110 5.877
H -1.369 -4.942 6.431
H -0.975 -5.385 5.026
O -3.361 6.271 -1.217
H -3.121 5.339 -1.149
H -3.888 6.436 -0.429
```

HOMO level, eV: -9.219
LUMO, Ha: -0.022
E_tot, eV: -180023.2551
Charge: 0
Orbital gap, eV: 8.619
Spin multiplicity: 1

Here are the Mulliken charges for atoms 1 to 5, given in e: -1.086 0.696 -0.815 -0.369 1.052

No. 2
Density functional theory data (ωB97M-V/def2-TZVPD) for a structure of composition C4H6O7Ru in a non-equilibrium geometry.

XYZ file:
```
18
C4H6O7Ru ωB97M-V/def2-TZVPD
O 2.048 2.857 3.404
C 3.187 2.348 3.191
O 3.967 2.194 4.198
O 3.530 2.038 1.982
O 7.148 2.213 1.449
C 5.874 2.678 1.528
C 4.865 1.538 1.711
Ru 2.580 2.993 5.282
H 5.529 3.252 0.631
H 5.727 3.388 2.383
H 5.164 0.858 2.520
H 4.765 0.958 0.786
C 7.110 3.002 4.890
O 6.571 4.089 4.941
O 6.489 1.847 4.757
H 5.559 1.988 4.460
O 8.372 2.778 5.262
H 8.806 3.624 5.429
```

Energy above the lowest of the compared OMol25 structures with the same formula, charge and spin, kcal per mole: 0.00
HOMO level (spin up / spin down), eV: -14.029 / -13.934
⟨S²⟩: 8.76
LUMO (spin up / spin down), Ha: -0.233 / -0.272
E_tot, eV: -21146.9589
Charge: +1
Orbital gap (spin up / spin down), eV: 7.678 / 6.534
Spin multiplicity: 6

Here are the natural (NBO) charges for atoms 1 to 5, given in e: -0.657 0.981 -0.756 -0.417 -0.208

No. 3
Density functional theory data (ωB97M-V/def2-TZVPD) for the molecule C3H4N2OS in a non-equilibrium geometry.

XYZ file:
```
11
C3H4N2OS ωB97M-V/def2-TZVPD
O 2.591 0.064 -1.182
S 1.926 -1.300 -0.537
C 0.108 -0.350 0.314
C -0.583 -0.378 1.455
N -1.787 0.299 1.229
C -1.830 0.590 -0.041
N -0.705 0.204 -0.699
H 3.492 0.267 -0.822
H -0.214 -0.759 2.332
H -2.615 1.034 -0.439
H -0.383 0.327 -1.610
```

Energy above the lowest of the compared OMol25 structures with the same formula, charge and spin, kcal per mole: 66.73
HOMO level, eV: -9.067
SMILES: OSc1cnc[nH]1
LUMO, Ha: 0.003
E_tot, eV: -19036.1545
Charge: 0
Orbital gap, eV: 9.151
Spin multiplicity: 1

Here are the natural (NBO) charges for atoms 1 to 5, given in e: -0.863 0.446 0.079 -0.160 -0.438

No. 4
Density functional theory data (ωB97M-V/def2-TZVPD) for the molecule C4H10N2 in a non-equilibrium geometry.

XYZ file:
```
16
C4H10N2 ωB97M-V/def2-TZVPD
C -2.515 -0.595 -0.512
C -1.246 0.174 -0.870
C 0.009 -0.233 0.016
N 0.902 0.927 0.070
C 1.967 1.025 0.765
N 3.031 0.165 0.924
H -2.526 -1.524 -1.188
H -3.400 0.031 -0.858
H -2.856 -0.849 0.504
H -1.257 1.250 -0.837
H -0.937 -0.125 -1.873
H -0.225 -0.801 0.937
H 0.568 -0.990 -0.577
H 2.036 2.047 1.130
H 3.322 0.223 1.909
H 3.128 -0.725 0.460
```

Energy above the lowest of the compared OMol25 structures with the same formula, charge and spin, kcal per mole: 49.52
HOMO level, eV: -8.193
SMILES: CCC/N=C\N
LUMO, Ha: 0.033
E_tot, eV: -7288.4721
Charge: 0
Orbital gap, eV: 9.082
Spin multiplicity: 1

Here are the natural (NBO) charges for atoms 1 to 5, given in e: -0.633 -0.405 -0.243 -0.534 0.306

No. 5
Density functional theory data (ωB97M-V/def2-TZVPD) for the molecule C3H6N4O in a non-equilibrium geometry.

XYZ file:
```
14
C3H6N4O ωB97M-V/def2-TZVPD
C -0.946 -0.105 2.107
N -0.469 0.378 1.033
N -1.487 0.394 0.071
C -1.203 -0.176 -1.029
O -0.186 -0.927 -1.443
C 0.990 -1.030 -0.760
N 1.831 -0.115 -0.506
N 1.598 1.182 -0.909
H -0.284 -0.332 2.880
H -1.955 -0.312 2.204
H -1.923 -0.125 -1.852
H 1.267 -2.078 -0.612
H 2.132 1.853 -0.370
H 0.635 1.392 -0.813
```

Energy above the lowest of the compared OMol25 structures with the same formula, charge and spin, kcal per mole: 96.02
HOMO level, eV: -8.972
SMILES: C=N/N=C\O/C=N\N
LUMO, Ha: 0.035
E_tot, eV: -11212.6129
Charge: 0
Orbital gap, eV: 9.917
Spin multiplicity: 1

Here are the natural (NBO) charges for atoms 1 to 5, given in e: -0.070 -0.280 -0.366 0.379 -0.495

No. 6
Density functional theory data (ωB97M-V/def2-TZVPD) for a cluster of 11 separate species, C30H87N5O13 in total in a non-equilibrium geometry.

XYZ file:
```
135
C30H87N5O13 ωB97M-V/def2-TZVPD
C 0.206 3.714 30.477
O -0.458 4.314 29.405
C -1.854 4.441 29.642
C -2.526 4.865 28.339
C -2.000 6.169 27.757
N -3.985 4.894 28.471
H -0.134 2.689 30.704
H 0.064 4.216 31.446
H 1.265 3.660 30.233
H -2.228 3.513 30.087
H -2.058 5.241 30.375
H -2.216 4.104 27.610
H -1.885 6.958 28.501
H -2.603 6.473 26.899
H -1.032 5.991 27.274
H -4.214 5.504 29.254
H -4.289 3.969 28.769
C -0.318 6.690 24.071
O -0.598 5.737 23.059
C -0.997 4.482 23.563
C -2.419 4.409 24.179
C -3.056 3.040 24.093
N -3.358 5.409 23.622
H 0.515 6.414 24.725
H -1.223 6.852 24.662
H 0.002 7.602 23.569
H -0.998 3.816 22.700
H -0.317 4.129 24.348
H -2.379 4.716 25.234
H -2.321 2.260 24.321
H -3.470 2.889 23.098
H -3.771 2.962 24.914
H -3.572 5.120 22.667
H -2.852 6.286 23.623
C -6.937 1.804 25.895
O -7.196 1.444 27.231
C -8.556 1.074 27.451
C -9.480 2.264 27.668
C -8.792 3.470 28.317
N -10.578 1.851 28.561
H -5.889 1.733 25.597
H -7.234 2.828 25.637
H -7.495 1.156 25.208
H -8.868 0.535 26.549
H -8.570 0.371 28.282
H -9.911 2.609 26.719
H -9.504 4.002 28.943
H -8.464 4.201 27.568
H -7.852 3.239 28.818
H -11.262 2.592 28.648
H -11.082 1.054 28.183
C -0.342 1.116 27.426
O -0.644 -0.100 26.767
C 0.200 -0.353 25.648
C -0.311 -1.600 24.937
N -1.544 -1.428 24.186
C -2.727 -1.093 24.987
C -3.967 -0.849 24.149
O -3.627 0.092 23.143
C -4.746 0.504 22.419
H 0.723 1.135 27.681
H -0.889 1.053 28.370
H -0.711 1.996 26.889
H 1.216 -0.510 26.040
H 0.251 0.495 24.954
H -0.267 -2.482 25.579
H 0.465 -1.861 24.205
H -1.421 -0.608 23.597
H -2.555 -0.149 25.516
H -2.879 -1.851 25.757
H -4.695 -0.385 24.827
H -4.413 -1.765 23.749
H -4.430 1.012 21.504
H -5.395 1.197 22.972
H -5.419 -0.284 22.053
C -2.622 9.597 22.299
O -1.821 9.274 21.176
C -2.445 8.312 20.357
C -1.430 7.751 19.372
N -0.805 6.526 19.890
C 0.236 6.034 18.992
C 1.605 6.596 19.392
O 2.480 6.586 18.282
C 3.704 7.217 18.595
H -3.581 9.977 21.934
H -2.167 10.396 22.881
H -2.735 8.718 22.940
H -3.246 8.783 19.767
H -2.898 7.514 20.959
H -0.731 8.570 19.165
H -1.954 7.454 18.463
H -0.463 6.710 20.831
H 0.029 6.251 17.946
H 0.325 4.947 19.073
H 1.990 5.974 20.211
H 1.499 7.605 19.808
H 4.534 6.715 18.074
H 3.997 7.162 19.644
H 3.726 8.215 18.144
C -5.914 5.365 25.807
O -6.078 5.694 24.450
H -6.859 5.263 26.344
H -5.420 4.393 25.926
H -5.322 6.109 26.343
H -5.182 5.788 24.068
C -2.348 3.364 20.138
O -2.706 4.634 20.655
H -3.073 2.626 20.493
H -2.483 3.350 19.051
H -1.343 3.062 20.439
H -2.007 5.274 20.366
C -0.960 -0.053 20.848
O -0.971 0.723 22.043
H -0.264 0.327 20.094
H -0.682 -1.076 21.106
H -1.929 -0.026 20.342
H -1.888 0.974 22.201
C -5.703 8.103 22.300
O -6.194 9.446 22.335
H -6.461 7.399 22.645
H -5.376 7.895 21.286
H -4.864 7.942 22.984
H -6.595 9.527 23.207
C -3.885 1.196 28.081
O -4.962 1.858 28.745
H -4.329 0.326 27.582
H -3.385 1.881 27.390
H -3.193 0.798 28.820
H -5.723 1.906 28.135
C 1.882 4.397 26.540
O 2.630 4.036 25.369
H 0.839 4.134 26.409
H 2.271 3.836 27.395
H 2.095 5.453 26.721
H 3.561 4.187 25.543
```

Energy above the lowest of the compared OMol25 structures with the same formula, charge and spin, kcal per mole: 6.44
HOMO level, eV: -8.448
SMILES: COC[C@H](C)N.COC[C@H](C)N.COC[C@H](C)N.COCCNCCOC.COCCNCCOC.CO.CO.CO.CO.CO.CO
LUMO, Ha: 0.022
E_tot, eV: -66582.1628
Charge: 0
Orbital gap, eV: 9.044
Spin multiplicity: 1

Here are the Mulliken charges for atoms 1 to 5, given in e: -0.946 -0.153 -1.016 1.964 -1.509

No. 7
Density functional theory data (ωB97M-V/def2-TZVPD) for the molecule C4H8O2.

XYZ file:
```
14
C4H8O2 ωB97M-V/def2-TZVPD
C -1.441 0.677 1.180
O -0.073 0.328 1.071
C 0.406 0.199 -0.247
C 1.795 -0.425 -0.215
C -0.505 -0.645 -1.126
O -0.423 -0.641 -2.330
H -1.570 1.257 2.096
H -1.780 1.281 0.326
H -2.076 -0.217 1.251
H 0.496 1.176 -0.752
H 2.522 0.261 0.225
H 1.802 -1.351 0.367
H 2.093 -0.620 -1.249
H -1.246 -1.280 -0.596
```

Energy above the lowest of the compared OMol25 structures with the same formula, charge and spin, kcal per mole: 38.27
HOMO level, eV: -9.667
SMILES: CO[C@@H](C)C=O
LUMO, Ha: 0.032
E_tot, eV: -8371.6224
Charge: 0
Orbital gap, eV: 10.541
Spin multiplicity: 1

Here are the natural (NBO) charges for atoms 1 to 5, given in e: -0.260 -0.533 -0.007 -0.612 0.417